(1)
2 unconnected molecules or ions with the total composition C2H7N3O at a distorted geometry. Source: the OMol25 dataset; level of theory: ωB97M-V/def2-TZVPD.

Element x y z (Å)
C  -1.829787  0.125525  -0.689412
N  1.136377  -0.178625  0.566134
N  -1.443976  0.374560  0.515249
N  1.346185  1.123781  0.112928
C  1.047026  -1.248606  -0.361591
O  1.201815  -2.394587  0.010552
H  1.166872  -0.418969  1.553606
H  -1.899095  -0.180082  1.238708
H  1.883703  1.681337  0.771189
H  0.430243  1.562694  -0.000197
H  -1.569405  0.839521  -1.463291
H  -2.771113  -0.395855  -0.878424
H  1.301156  -0.890695  -1.375451

Atoms 1-3, force components in eV/Å:
-1.7 1.6 2.4
0.3 -1.9 -1.0
-0.1 0.0 -1.7

Summary:
**Charge**: 0
**HOMO**: -8.753 eV
**SMILES**: NNC=O.C=N
**Energy relative to the best compared isomer or geometry (same formula, charge and spin)**: 334.5 kJ/mol
**Gap between HOMO and LUMO**: 0.349 Ha



(2)
2 unconnected molecules or ions with the total composition C9H14 at a distorted geometry. Source: the OMol25 dataset; level of theory: ωB97M-V/def2-TZVPD.

Element x y z (Å)
C  -1.478039  2.030852  1.251866
C  -0.125820  2.298361  0.568465
H  -1.597626  0.968859  1.438581
H  -1.535876  2.621991  2.163042
H  -2.274689  2.337417  0.572768
H  0.660765  1.943495  1.238964
H  0.016147  3.383007  0.521556
H  -0.020272  1.928231  -0.439942
C  2.629576  -1.404877  -0.449518
C  -1.027424  -1.712847  0.464566
C  0.358556  -1.837085  0.494590
C  -1.683207  -0.972228  -0.515569
C  1.138560  -1.252920  -0.506598
C  -0.885814  -0.330077  -1.443668
C  0.486533  -0.545238  -1.504072
H  -1.602745  -2.316154  1.156741
H  0.786370  -2.209978  1.419344
H  -2.741830  -0.836033  -0.413284
H  -1.281372  0.314866  -2.221130
H  2.891492  -2.412794  -0.768170
H  3.089436  -1.110974  0.479116
H  1.054709  -0.100359  -2.309264
H  3.142570  -0.785514  -1.198382

Atoms 1-3, force components in eV/Å:
0.4 0.1 -1.0
-0.1 0.9 1.1
-0.1 0.0 0.3

Summary:
**Charge**: 0
**HOMO**: -9.108 eV
**SMILES**: Cc1ccccc1.CC
**Energy relative to the best compared isomer or geometry (same formula, charge and spin)**: 38.2 kJ/mol
**Gap between HOMO and LUMO**: 0.373 Ha



(3)
A molecular structure, C23H39BrLiN8O2Si. Source: the OMol25 dataset; level of theory: ωB97M-V/def2-TZVPD.

Element x y z (Å)
Li  1.713144  -0.394812  -1.084652
N  1.299617  0.594485  2.024728
N  1.067834  1.950444  1.759940
C  1.103469  2.418166  0.496225
N  0.844339  3.711379  0.322338
N  1.390792  1.506214  -0.438191
N  1.367581  1.857734  -1.757048
O  1.202570  2.980734  -2.183436
O  1.530356  0.879403  -2.486367
H  0.416076  0.093366  2.068026
H  1.777095  0.519860  2.913759
H  0.657352  2.531652  2.475340
H  0.621480  4.302253  1.104355
H  0.836445  4.077257  -0.616789
N  10.818549  0.872874  4.095824
C  9.957484  0.623472  3.379415
C  8.878955  0.312312  2.481379
C  7.572031  0.270902  2.956234
C  6.530935  -0.026997  2.097475
C  6.791028  -0.280113  0.755439
C  8.094837  -0.241042  0.278454
C  9.136169  0.052937  1.140829
N  5.720139  -0.582222  -0.135371
C  5.823549  -1.068457  -1.424339
C  4.556002  -1.199329  -1.885294
N  3.664081  -0.800067  -0.915997
C  4.394828  -0.440924  0.110589
H  7.374615  0.463598  4.000887
H  5.528291  -0.076501  2.492670
H  8.314348  -0.425528  -0.761114
H  10.150619  0.085336  0.770262
H  6.763703  -1.288506  -1.889916
H  4.234451  -1.550749  -2.849436
H  4.000634  -0.065011  1.036846
C  -4.963795  1.251808  0.779150
C  -3.477683  1.053691  0.430584
C  -2.670423  1.144221  1.735389
C  -3.026945  2.244084  -0.429061
Si  -3.244868  -0.607856  -0.500240
Br  -0.945137  -0.884576  -0.477990
C  -3.903845  -2.132180  0.438828
C  -3.680734  -1.997625  1.952533
C  -3.220064  -3.441414  0.014742
C  -5.416982  -2.275316  0.190408
C  -3.684059  -0.542542  -2.357812
C  -2.692333  0.284495  -3.192529
C  -5.087374  0.065182  -2.539009
C  -3.693123  -1.951362  -2.970795
H  -5.095204  2.241287  1.226139
H  -5.322322  0.520984  1.503358
H  -5.612253  1.205730  -0.096085
H  -2.890161  2.107380  2.206426
H  -1.598471  1.107856  1.534993
H  -2.912617  0.366305  2.456289
H  -3.117715  3.157566  0.166111
H  -3.637371  2.382140  -1.319527
H  -1.983632  2.151442  -0.740693
H  -2.625118  -1.865403  2.198948
H  -4.014059  -2.918944  2.436258
H  -4.246771  -1.179696  2.397266
H  -2.153464  -3.432197  0.238159
H  -3.342068  -3.674049  -1.039949
H  -3.669455  -4.259651  0.582944
H  -5.981555  -1.382619  0.462570
H  -5.796935  -3.097456  0.802532
H  -5.645225  -2.516318  -0.847540
H  -2.630432  1.327352  -2.892057
H  -3.029108  0.266370  -4.231986
H  -1.687775  -0.137003  -3.166986
H  -5.127735  1.115744  -2.250605
H  -5.857431  -0.469905  -1.982697
H  -5.357432  0.012907  -3.596987
H  -2.733380  -2.456606  -2.851160
H  -3.883605  -1.859303  -4.042897
H  -4.474703  -2.588654  -2.560065

Atoms 1-3, force components in eV/Å:
0.2 -0.3 0.3
-0.1 0.1 0.0
0.1 -0.1 0.1

Summary:
**Charge**: +1
**HOMO**: -11.652 eV
**Energy relative to the best compared isomer or geometry (same formula, charge and spin)**: 0.0 kJ/mol
**Gap between HOMO and LUMO**: 0.324 Ha



(4)
2 unconnected molecules or ions with the total composition C24H22O3S at a distorted geometry. Source: the OMol25 dataset; level of theory: ωB97M-V/def2-TZVPD.

Element x y z (Å)
C  -0.234880  -6.460263  -1.870196
O  0.889886  -5.738091  -1.303541
C  0.621525  -4.765846  -0.396817
C  1.726876  -4.099081  0.207585
C  1.518243  -3.121493  1.147820
C  0.193697  -2.727683  1.513502
S  -0.069888  -1.475801  2.562872
C  -0.904608  -3.418200  0.920164
C  -0.699280  -4.400720  -0.021701
H  0.248210  -7.178987  -2.527472
H  -0.817666  -6.976478  -1.092849
H  -0.894151  -5.792268  -2.444132
H  2.728046  -4.397538  -0.095827
H  2.352403  -2.613091  1.624765
H  -1.915662  -3.144713  1.212828
H  -1.548745  -4.912073  -0.482180
C  5.805536  2.777790  -0.580988
C  5.020103  1.478167  -0.347882
C  3.610873  1.962677  -0.216368
C  3.635652  3.379869  -0.232437
O  4.875325  3.911887  -0.402752
C  2.452948  4.132975  -0.187693
C  1.249280  3.470033  -0.189348
C  1.180016  2.039635  -0.115247
C  -0.014657  1.287842  -0.026263
C  -1.323712  1.726729  0.276724
C  -2.390933  0.811013  0.019261
C  -3.695424  1.186002  0.241976
C  -3.978395  2.499573  0.692221
O  -5.304492  2.795911  0.738864
C  -6.022546  1.609277  0.223994
C  -4.998774  0.476551  0.055546
C  -2.952402  3.400586  1.015118
C  -1.649096  2.995285  0.859727
C  2.403995  1.303189  -0.171577
H  6.630269  2.908057  0.128237
H  6.195635  2.826233  -1.606450
H  5.151322  0.779961  -1.182711
H  5.369741  0.983617  0.568454
H  2.526405  5.213376  -0.183843
H  0.329492  4.043361  -0.260186
H  0.085027  0.217908  -0.226083
H  -2.173149  -0.188763  -0.361404
H  -6.820878  1.369343  0.934452
H  -6.465078  1.880670  -0.744311
H  -5.083580  -0.011211  -0.921067
H  -5.160865  -0.284568  0.833026
H  -3.220882  4.383680  1.380543
H  -0.845101  3.643739  1.195261
H  2.384340  0.211928  -0.161616

Atoms 1-3, force components in eV/Å:
0.9 0.5 0.4
-0.6 -0.7 -0.6
-0.6 1.0 1.0

Summary:
**Charge**: 0
**HOMO**: -5.281 eV
**Gap between HOMO and LUMO**: 0.117 Ha



(5)
2 unconnected molecules or ions with the total composition C4H13N4 at a distorted geometry. Source: the OMol25 dataset; level of theory: ωB97M-V/def2-TZVPD.

Element x y z (Å)
C  -1.514643  -2.775645  0.209076
N  -0.004138  -0.414035  -2.130904
C  -0.834571  -1.032597  -1.309422
N  -0.496998  -1.982901  -0.486141
H  -1.131112  -3.773796  0.393008
H  -2.399995  -2.911465  -0.406170
H  -1.823455  -2.280342  1.128009
H  0.945814  -0.284503  -1.806921
H  -0.372319  0.247718  -2.798225
H  -1.867944  -0.709809  -1.253105
H  0.449529  -2.140759  -0.151722
C  2.184296  2.343207  0.688797
N  1.016079  1.618423  0.244298
C  0.064983  1.304499  1.179880
N  -1.102955  0.895720  0.889130
H  2.843861  2.564236  -0.149863
H  1.964318  3.307382  1.154922
H  2.819976  1.802178  1.389234
H  0.602720  1.836991  -0.643584
H  0.417422  1.474197  2.201559
H  -1.760867  0.911306  1.658148

Atoms 1-3, force components in eV/Å:
-0.4 0.2 0.3
0.1 0.3 0.6
0.1 0.1 0.3

Summary:
**Charge**: +1
**HOMO**: -12.635 eV
**Energy relative to the best compared isomer or geometry (same formula, charge and spin)**: 126.5 kJ/mol
**Gap between HOMO and LUMO**: 0.342 Ha



(6)
A single C3H4N2OS molecule at a distorted geometry. Source: the OMol25 dataset; level of theory: ωB97M-V/def2-TZVPD.

Element x y z (Å)
C  -0.426478  0.496171  0.033226
C  0.371921  -0.652580  -0.140833
C  1.822141  -0.289874  0.136224
N  -1.716899  0.567241  0.042161
N  -2.823502  0.749276  -0.332041
O  -3.893272  0.833796  0.165832
S  -0.105221  -2.228399  -0.478209
H  0.156717  1.325760  0.007681
H  1.971811  0.131501  1.090589
H  2.298425  -1.211972  0.195927
H  2.344359  0.279082  -0.720552

Atoms 1-3, force components in eV/Å:
-2.5 -1.4 -0.6
0.4 -2.4 0.2
0.1 -0.1 -2.5

Summary:
**Charge**: 0
**HOMO (alpha / beta)**: -8.857 / -8.849 eV
**SMILES**: CC(=S)/C=N/N=O
**Energy relative to the best compared isomer or geometry (same formula, charge and spin)**: 527.3 kJ/mol
**Gap between HOMO and LUMO (alpha / beta)**: 0.264 / 0.264 Ha



(7)
A single C5H10O molecule. Source: the OMol25 dataset; level of theory: ωB97M-V/def2-TZVPD.

Element x y z (Å)
C  2.490281  0.327851  0.164563
C  1.152683  0.487242  -0.520315
C  0.063694  -0.245824  -0.258281
O  0.197086  -1.478326  0.330352
C  -1.363715  0.113900  -0.570462
C  -2.325725  -0.006332  0.624876
H  3.342137  0.491717  -0.501533
H  2.547990  1.092887  0.951550
H  2.644334  -0.630288  0.676594
H  1.080463  -1.740681  0.040456
H  1.054470  1.325094  -1.200534
H  -1.727304  -0.547649  -1.365411
H  -1.381952  1.140740  -0.950309
H  -2.134575  0.751539  1.392910
H  -3.358397  0.126085  0.280759
H  -2.256595  -0.991459  1.096033

Atoms 1-3, force components in eV/Å:
0.1 0.0 0.0
-0.2 0.2 0.1
0.1 0.3 -0.3

Summary:
**Charge**: 0
**HOMO**: -8.412 eV
**SMILES**: C/C=C(\O)CC
**Energy relative to the best compared isomer or geometry (same formula, charge and spin)**: 79.1 kJ/mol
**Gap between HOMO and LUMO**: 0.342 Ha



Number 1: total energy -319.8224 Ha. Number 2: total energy -351.3156 Ha. Number 3: total energy -4359.2231 Ha. Number 4: total energy -1551.5291 Ha. Number 5: total energy -378.9876 Ha. Number 6: total energy -699.4713 Ha. Number 7: total energy -271.7225 Ha.